119
Properties=species:S:1:pos:R:3 method="wB97M-V/def2-TZVPD" total_charge=0 smiles=COC[C@H](C)N.COC[C@H](C)N.COC[C@H](C)N.COC[C@H](C)N.COC[C@H](C)N.COC[C@H](C)N.COC[C@H](C)N energy_ev=-55044.58942 gap_ev=9.645 e_homo_ev=-8.977
C 4.755 -2.165 -0.869
O 4.768 -1.762 0.478
C 4.330 -2.778 1.332
C 4.205 -2.227 2.739
C 3.307 -0.992 2.756
N 5.514 -1.799 3.303
H 3.707 -2.162 -1.211
H 5.129 -3.189 -0.977
H 5.279 -1.472 -1.520
H 3.338 -3.177 1.055
H 5.038 -3.622 1.314
H 3.825 -2.955 3.456
H 2.349 -1.223 2.280
H 3.760 -0.188 2.176
H 3.150 -0.678 3.785
H 5.830 -0.989 2.779
H 6.219 -2.515 3.165
C -5.867 -0.542 -1.616
O -6.384 0.670 -1.139
C -5.406 1.702 -1.124
C -6.121 3.028 -0.967
C -7.129 3.262 -2.071
N -5.192 4.175 -0.976
H -5.516 -0.481 -2.652
H -6.649 -1.298 -1.550
H -5.038 -0.892 -0.983
H -4.785 1.543 -0.230
H -4.791 1.672 -2.030
H -6.630 3.080 -0.002
H -7.934 2.524 -2.074
H -6.650 3.118 -3.050
H -7.581 4.251 -2.056
H -4.361 3.966 -0.426
H -4.822 4.374 -1.901
C -0.146 -5.959 -1.156
O 1.145 -5.428 -0.988
C 2.159 -6.237 -1.543
C 3.393 -5.407 -1.759
C 3.153 -4.255 -2.748
N 4.505 -6.285 -2.133
H -0.822 -5.329 -0.581
H -0.193 -6.993 -0.804
H -0.459 -5.897 -2.206
H 2.354 -7.128 -0.934
H 1.822 -6.603 -2.532
H 3.708 -4.955 -0.813
H 3.957 -3.528 -2.619
H 2.235 -3.730 -2.469
H 3.057 -4.602 -3.776
H 4.340 -6.771 -3.010
H 5.326 -5.714 -2.301
C -2.257 5.081 1.738
O -1.513 5.085 0.562
C -1.979 6.041 -0.372
C -1.100 5.990 -1.587
C -1.429 7.074 -2.599
N -1.168 4.658 -2.184
H -3.317 4.847 1.574
H -2.199 6.037 2.280
H -1.851 4.338 2.431
H -3.022 5.790 -0.618
H -2.008 7.045 0.072
H -0.071 6.218 -1.257
H -0.617 7.112 -3.331
H -1.434 8.056 -2.124
H -2.354 6.884 -3.144
H -0.455 4.572 -2.901
H -0.899 3.981 -1.471
C 1.238 -1.772 0.154
O 0.224 -0.803 0.262
C 0.721 0.513 0.112
C -0.355 1.532 0.454
C -1.507 1.456 -0.545
N 0.306 2.839 0.318
H 1.409 -2.047 -0.893
H 0.945 -2.645 0.737
H 2.177 -1.389 0.577
H 1.524 0.649 0.853
H 1.137 0.675 -0.892
H -0.682 1.233 1.460
H -1.216 1.879 -1.505
H -2.414 1.955 -0.205
H -1.702 0.391 -0.697
H 1.194 2.824 0.823
H -0.260 3.548 0.782
C -5.411 -5.174 1.901
O -4.768 -3.938 2.074
C -3.398 -4.063 2.381
C -2.727 -2.765 2.023
C -2.605 -2.577 0.511
N -1.400 -2.618 2.635
H -4.879 -5.806 1.179
H -6.426 -4.985 1.560
H -5.469 -5.738 2.844
H -3.255 -4.306 3.445
H -2.971 -4.901 1.810
H -3.397 -1.953 2.344
H -2.126 -1.625 0.300
H -3.631 -2.533 0.126
H -2.153 -3.410 -0.028
H -1.495 -2.405 3.624
H -0.979 -1.786 2.227
C 3.079 3.007 3.121
O 2.959 2.759 1.741
C 4.037 3.285 0.999
C 4.034 2.744 -0.415
C 4.312 1.254 -0.467
N 5.049 3.510 -1.153
H 2.092 3.052 3.580
H 3.593 3.943 3.363
H 3.638 2.191 3.597
H 3.949 4.377 0.917
H 4.991 3.095 1.512
H 3.084 2.989 -0.892
H 5.307 1.008 -0.086
H 4.256 0.849 -1.480
H 3.607 0.683 0.141
H 6.001 3.225 -0.977
H 4.856 3.529 -2.142